{"formula": "C22H50BF4O20Tl", "method": "ωB97M-V/def2-TZVPD", "species": ["Tl", "C", "C", "C", "O", "C", "C", "C", "O", "O", "O", "H", "H", "B", "F", "F", "F", "F", "C", "C", "O", "O", "H", "H", "H", "H", "H", "H", "C", "C", "O", "O", "H", "H", "H", "H", "H", "H", "C", "C", "O", "O", "H", "H", "H", "H", "H", "H", "C", "C", "O", "O", "H", "H", "H", "H", "H", "H", "C", "C", "O", "O", "H", "H", "H", "H", "H", "H", "C", "C", "O", "O", "H", "H", "H", "H", "H", "H", "C", "C", "O", "O", "H", "H", "H", "H", "H", "H", "C", "C", "O", "O", "H", "H", "H", "H", "H", "H"], "xyz": [[8.54791, -22.33726, 20.93305], [9.28758, -16.91189, 24.84655], [8.87810, -17.77270, 23.78905], [8.11930, -17.13313, 22.47271], [7.76256, -17.94281, 21.65344], [7.98292, -15.64995, 22.47765], [8.62668, -14.93481, 23.41952], [9.18480, -15.58337, 24.68907], [9.48256, -14.91086, 25.78161], [8.44182, -13.65202, 23.30495], [8.94572, -18.97272, 23.85299], [9.68541, -17.28354, 25.77929], [7.35971, -15.25976, 21.68661], [5.95299, -23.70243, 25.17274], [5.47274, -23.04153, 24.07381], [5.43473, -24.88027, 25.07228], [7.32874, -23.53532, 25.12365], [5.55142, -23.25107, 26.37743], [2.61330, -15.79785, 23.35759], [2.27039, -15.45770, 24.82274], [2.01870, -14.11322, 24.74263], [1.52488, -15.49714, 22.45418], [2.96638, -16.82886, 23.33596], [3.37188, -15.12557, 22.95673], [3.16424, -15.66330, 25.41169], [1.36164, -15.98427, 25.11429], [1.78956, -13.93852, 23.82689], [1.84821, -15.77892, 21.59531], [4.37866, -20.89010, 17.63557], [3.97195, -20.73906, 19.11546], [4.54064, -21.73696, 19.82378], [5.77863, -20.99410, 17.63795], [4.08236, -20.05259, 17.00399], [3.87444, -21.79545, 17.29764], [2.89944, -20.79933, 19.30037], [4.27830, -19.84080, 19.65152], [3.95166, -22.46194, 19.60219], [6.12977, -20.66242, 16.80832], [5.90298, -10.67148, 29.00027], [5.66177, -11.36331, 27.61449], [5.86787, -10.44109, 26.54316], [7.18123, -10.13048, 29.17357], [5.59830, -11.43518, 29.71584], [5.13981, -9.89544, 29.05872], [4.66594, -11.80239, 27.67468], [6.26706, -12.22806, 27.34256], [5.32055, -10.79860, 25.84015], [7.78807, -10.73373, 29.60882], [6.82837, -15.99293, 30.47257], [6.10168, -15.79951, 31.90780], [5.93096, -14.53383, 32.27197], [7.98349, -15.19480, 30.61877], [6.24027, -15.44564, 29.73588], [7.13002, -17.03316, 30.34990], [6.83070, -16.32745, 32.52253], [5.23540, -16.46106, 31.91109], [6.82121, -14.18454, 32.18798], [8.47516, -15.22483, 29.79480], [12.30444, -24.47007, 25.75725], [12.74181, -23.39075, 24.73196], [12.40672, -23.54423, 23.37222], [12.86367, -25.74427, 25.30034], [11.23515, -24.58639, 25.93382], [12.60156, -24.16235, 26.75982], [13.79760, -23.19217, 24.91632], [12.26735, -22.49033, 25.12213], [12.73402, -24.42206, 23.16269], [13.80230, -25.67799, 25.49054], [14.85078, -15.27431, 25.12334], [14.21837, -15.05209, 23.70111], [14.02072, -16.36644, 23.12399], [13.96476, -15.97546, 25.94465], [15.13792, -14.29143, 25.49696], [15.83816, -15.72169, 25.00922], [14.86817, -14.44341, 23.07232], [13.22068, -14.61311, 23.70310], [13.80032, -16.74464, 23.97839], [13.13902, -15.54714, 26.18191], [13.30021, -8.84671, 25.73082], [12.69000, -10.29967, 25.67820], [11.26799, -10.14289, 25.66157], [12.93456, -8.03843, 24.54552], [14.36079, -8.99464, 25.93424], [12.87988, -8.41004, 26.63678], [12.90199, -10.99650, 26.48912], [12.87329, -10.82621, 24.74158], [10.88357, -10.92811, 26.05811], [13.36862, -7.18755, 24.64140], [10.24520, -11.52155, 18.75390], [11.57866, -11.08067, 19.18391], [11.65038, -10.62769, 20.55600], [9.32464, -10.47052, 19.03900], [10.02387, -12.44456, 19.28977], [10.38977, -11.87774, 17.73393], [12.01661, -10.36978, 18.48324], [12.29625, -11.90081, 19.16131], [12.59109, -10.52429, 20.71713], [8.57264, -10.73000, 18.50163]], "atomic_forces_ev_per_a": [[-0.4, 0.0, 0.5], [0.0, -2.2, -0.6], [-1.4, -0.5, -1.7], [1.3, -0.8, 1.8], [-0.2, 1.0, -0.1], [-0.9, -4.6, -2.0], [-0.3, 6.2, 1.9], [0.9, 5.4, 3.8], [-1.0, -1.1, -4.2], [1.4, -3.5, 1.1], [0.2, -0.3, -0.2], [0.0, -0.2, 0.0], [0.1, 0.6, 0.1], [0.8, 2.1, 0.2], [-0.8, 2.3, -2.0], [-0.8, -5.8, -0.6], [2.0, -0.5, -0.3], [-0.8, 2.0, 2.3], [0.3, -0.7, 0.1], [0.2, -0.5, -2.8], [-0.3, 2.4, 1.0], [-0.1, -0.7, 0.8], [-0.2, -0.3, -0.5], [0.8, -0.1, 0.8], [-0.3, -0.1, 0.4], [0.2, -0.5, 0.4], [-0.3, 0.4, 0.0], [-0.2, 0.1, -0.2], [-0.6, 0.9, 1.0], [-0.8, 2.2, -0.6], [0.8, -2.6, 1.1], [0.8, -0.2, -0.2], [-0.4, 0.1, 0.1], [0.2, -0.3, -0.4], [-0.4, 0.3, -0.7], [0.3, 0.6, -0.8], [0.5, -0.9, 0.6], [-0.1, -0.1, 0.0], [-0.6, -1.4, -1.7], [0.7, 0.4, 0.5], [-0.8, -0.1, 0.4], [0.1, 0.4, 0.1], [0.4, 0.0, 0.5], [0.3, 0.3, 0.0], [-0.6, 0.5, -0.2], [0.7, -0.2, 0.8], [0.1, 0.3, -0.4], [-0.3, -0.2, -0.1], [-1.1, 1.6, 2.1], [1.8, -4.5, -2.5], [-0.5, 2.2, 0.4], [1.1, 0.3, 0.1], [-0.5, -1.0, -0.5], [-0.6, -0.1, -0.5], [0.1, 0.0, 0.7], [-0.5, 0.7, 0.1], [0.1, 0.7, 0.1], [0.1, 0.2, 0.0], [0.3, -0.5, -1.4], [-0.9, 0.8, 2.1], [0.1, -0.4, 0.6], [-0.6, 0.9, 0.8], [-0.2, -0.2, -0.9], [0.8, -0.1, 0.0], [0.4, -0.3, -0.5], [-0.2, 0.3, -0.4], [-0.1, -0.3, -0.3], [0.2, -0.2, 0.0], [-0.6, 2.5, -1.7], [0.6, -0.8, 0.1], [0.3, 0.9, 0.6], [0.5, -1.5, 0.4], [-0.4, 0.3, 0.5], [-0.5, -1.0, 0.1], [0.1, -0.1, 0.0], [0.1, 0.6, 0.6], [-0.4, -1.5, -0.2], [0.3, 0.7, -0.3], [-0.9, -1.2, -0.1], [-1.4, 1.1, -1.3], [-0.3, 0.2, 0.4], [0.7, -1.7, 1.5], [0.4, 0.5, -0.6], [-0.1, 0.3, -0.1], [0.9, 0.6, 0.3], [0.9, 0.2, -0.2], [-0.2, 0.0, -0.1], [0.0, 0.1, 0.1], [0.4, -0.4, 1.2], [2.3, 0.1, 1.0], [-0.5, 0.0, -0.9], [0.0, -1.1, -1.2], [-0.5, 0.0, 0.5], [-0.6, 0.6, -0.6], [-0.3, 0.6, 0.1], [-0.2, -0.6, -0.5], [0.0, 0.2, 0.3], [-0.6, 0.5, 0.2]], "lowdin_charge": [0.960, 0.155, -0.287, -0.257, 0.128, 0.179, -0.284, -0.274, 0.074, 0.113, 0.151, 0.160, 0.151, -1.539, 0.102, 0.216, 0.087, 0.148, -0.237, -0.253, -0.063, -0.076, 0.114, 0.114, 0.122, 0.124, 0.071, 0.084, -0.231, -0.300, -0.054, -0.073, 0.120, 0.115, 0.122, 0.123, 0.101, 0.087, -0.246, -0.244, -0.065, -0.044, 0.109, 0.118, 0.107, 0.104, 0.076, 0.086, -0.205, -0.308, -0.013, -0.102, 0.111, 0.116, 0.108, 0.119, 0.090, 0.082, -0.198, -0.267, -0.056, -0.081, 0.120, 0.112, 0.111, 0.113, 0.077, 0.076, -0.244, -0.212, -0.088, -0.055, 0.109, 0.126, 0.113, 0.106, 0.047, 0.098, -0.192, -0.227, -0.083, -0.067, 0.101, 0.108, 0.110, 0.104, 0.075, 0.071, -0.275, -0.268, -0.056, -0.027, 0.114, 0.121, 0.118, 0.115, 0.077, 0.082], "orbital_gap_ha": 0.146, "energy_ev": -80804.0665, "molar_mass_da": 925.81, "e_lumo_ev": -5.618}